The following is a DFT calculation (wB97M-V/def2-TZVPD) of a cluster of 2 separate species, C2H3Br2FSi in total at a distorted geometry.

Output
LUMO energy (alpha / beta)	-0.98 / -3.85	eV
strongest force on any atom	0.0965	Eh/bohr
net charge	0
orbital gap (alpha / beta)	9.90 / 3.81	eV
HOMO level (alpha / beta)	-10.8859 / -7.6567	eV

Structure (XYZ):
```
9
Properties=species:S:1:pos:R:3:mulliken_charge:R:1
C -0.87 -0.74 0.45 -0.707
C -0.44 0.31 -0.27 -0.170
F 1.31 1.48 -2.26 -0.232
Si 0.81 0.07 -1.66 0.376
Br -0.67 0.80 3.88 0.003
Br 2.67 -1.18 -1.48 -0.186
H -1.64 -0.45 1.22 0.277
H -0.43 -1.67 0.51 0.297
H -0.73 1.38 -0.39 0.341
```

=====

The following is a DFT calculation (wB97M-V/def2-TZVPD) of an isolated molecule of C2H3Br2FSi at a distorted geometry.

Output
LUMO energy	-0.07	eV
strongest force on any atom	0.0740	Eh/bohr
SMILES	C=C[Si](F)(Br)Br
net charge	0
orbital gap	10.18	eV
HOMO level	-10.2512	eV

Structure (XYZ):
```
9
Properties=species:S:1:pos:R:3:mulliken_charge:R:1
C 0.28 -0.64 -1.44 -0.583
C -0.38 0.22 -0.70 -0.112
F -1.26 -0.53 1.92 -0.201
Si -0.24 0.43 1.17 0.685
Br 2.06 -0.43 1.84 -0.328
Br -0.48 2.34 2.18 -0.165
H 0.06 -0.91 -2.50 0.238
H 0.94 -1.53 -1.20 0.213
H -0.98 1.06 -1.27 0.252
```

=====

The following is a DFT calculation (wB97M-V/def2-TZVPD) of a cluster of 2 separate species, C2H3Br2FSi in total at a distorted geometry.

Output
LUMO energy (alpha / beta)	-2.45 / -0.51	eV
strongest force on any atom	0.0495	Eh/bohr
net charge	0
orbital gap (alpha / beta)	7.00 / 8.75	eV
HOMO level (alpha / beta)	-9.4435 / -9.2582	eV

Structure (XYZ):
```
9
Properties=species:S:1:pos:R:3:mulliken_charge:R:1
C 0.41 -0.32 -0.09 -0.398
C -0.57 0.11 0.63 -0.335
F -5.35 0.02 -2.12 -0.211
Si -4.46 0.14 -0.78 0.503
Br -5.25 -1.60 0.39 -0.158
Br -5.21 2.06 0.04 -0.151
H 1.33 -0.42 0.39 0.276
H 0.36 -0.44 -1.20 0.201
H -0.59 0.42 1.64 0.272
```

=====

The following is a DFT calculation (wB97M-V/def2-TZVPD) of a structure of composition C2H3Br2N at a distorted geometry.

Output
LUMO energy	-0.11	eV
strongest force on any atom	0.0441	Eh/bohr
net charge	0
orbital gap	10.44	eV
HOMO level	-10.5476	eV

Structure (XYZ):
```
8
Properties=species:S:1:pos:R:3:mulliken_charge:R:1
C 0.21 -0.53 0.17 0.235
C 1.28 0.36 0.16 -0.256
N -0.67 -1.24 0.21 -0.453
Br 1.58 0.68 2.08 -0.081
Br -3.15 -0.08 -1.55 -0.229
H 2.06 -0.33 -0.28 0.275
H 0.98 1.26 -0.33 0.328
H -2.29 -0.11 -0.46 0.180
```

=====

The following is a DFT calculation (wB97M-V/def2-TZVPD) of a cluster of 2 separate species, C2H3Br3Si in total at a distorted geometry.

Output
LUMO energy (alpha / beta)	-1.26 / -1.78	eV
strongest force on any atom	0.0644	Eh/bohr
net charge	0
orbital gap (alpha / beta)	7.53 / 7.46	eV
HOMO level (alpha / beta)	-8.7918 / -9.2376	eV

Structure (XYZ):
```
9
Properties=species:S:1:pos:R:3:mulliken_charge:R:1
C -0.08 -0.11 -0.31 -0.371
C 1.11 0.34 -0.14 -0.390
Si 2.16 0.14 2.65 0.566
Br 3.60 -1.57 3.00 -0.199
Br 2.95 1.97 3.30 -0.136
Br 0.52 -0.13 4.27 -0.245
H -0.42 -0.04 -1.44 0.200
H -0.86 -0.34 0.42 0.255
H 1.74 0.78 -0.83 0.319
```

=====

The following is a DFT calculation (wB97M-V/def2-TZVPD) of a structure of composition C2H3BrCl3N at a distorted geometry.

Output
LUMO energy (alpha / beta)	0.51 / -3.36	eV
strongest force on any atom	0.0936	Eh/bohr
net charge	0
orbital gap (alpha / beta)	5.71 / 6.87	eV
HOMO level (alpha / beta)	-5.1990 / -10.2340	eV
⟨S²⟩	2.01
multiplicity	3

Structure (XYZ):
```
10
Properties=species:S:1:pos:R:3:mulliken_charge:R:1
C 0.00 -0.39 0.83 -0.227
C 1.97 -0.20 1.12 0.046
N -0.24 0.42 -0.20 -0.349
Cl -0.55 0.12 2.45 -0.109
Cl 2.34 1.47 1.60 -0.086
Cl 2.70 -0.56 -0.45 -0.099
Br 2.57 -1.52 2.48 -0.107
H -0.14 -1.54 0.91 0.374
H -0.38 -0.09 -1.04 0.271
H 0.32 1.27 -0.49 0.287
```

=====

The following is a DFT calculation (wB97M-V/def2-TZVPD) of an isolated molecule of C2H3BrClN at a distorted geometry.

Output
LUMO energy	0.59	eV
strongest force on any atom	0.0603	Eh/bohr
SMILES	Cl[C@@]1(Br)CN1
net charge	0
orbital gap	10.48	eV
HOMO level	-9.8884	eV

Structure (XYZ):
```
8
Properties=species:S:1:pos:R:3:mulliken_charge:R:1
C 0.87 0.11 0.15 -0.355
C -0.49 -0.49 -0.28 0.408
N -0.19 0.94 -0.44 -0.498
Cl -0.87 -1.38 -1.71 -0.162
Br -1.51 -0.92 1.34 -0.138
H 1.11 0.17 1.27 0.240
H 1.92 -0.02 -0.41 0.208
H -0.84 1.59 0.07 0.296
```

=====

The following is a DFT calculation (wB97M-V/def2-TZVPD) of a cluster of 2 separate species, C2H3BrClNO in total at a distorted geometry.

Output
LUMO energy (alpha / beta)	-0.57 / -0.57	eV
strongest force on any atom	0.1256	Eh/bohr
net charge	0
orbital gap (alpha / beta)	7.35 / 7.34	eV
HOMO level (alpha / beta)	-7.9172 / -7.9110	eV

Structure (XYZ):
```
9
Properties=species:S:1:pos:R:3:mulliken_charge:R:1
C 0.49 1.44 -0.14 0.326
C -0.26 -0.61 0.81 -0.482
N -0.10 -1.46 -0.23 -0.376
O 1.24 1.21 -1.04 -0.362
Cl -0.38 2.80 0.35 -0.119
Br -0.87 -1.05 -1.94 -0.015
H -1.39 -0.31 1.03 0.273
H 0.40 -0.61 1.61 0.378
H 0.85 -1.41 -0.45 0.375
```

=====

The following is a DFT calculation (wB97M-V/def2-TZVPD) of a cluster of 2 separate species, C2H3BrFN in total at a distorted geometry.

Output
LUMO energy	0.58	eV
strongest force on any atom	0.0856	Eh/bohr
SMILES	BrC1=NC1.F
net charge	0
orbital gap	10.94	eV
HOMO level	-10.3601	eV

Structure (XYZ):
```
8
Properties=species:S:1:pos:R:3:mulliken_charge:R:1
C -0.67 -0.97 -0.16 -0.349
C 0.59 -0.32 0.35 0.353
N -0.40 0.38 0.62 -0.490
F 0.33 2.10 -0.64 -0.473
Br 2.40 -0.59 0.44 -0.035
H -0.93 -0.92 -1.23 0.214
H -1.15 -1.71 0.33 0.289
H -0.16 2.03 0.30 0.491
```

=====

The following is a DFT calculation (wB97M-V/def2-TZVPD) of an isolated molecule of C2H3BrINO2 at a distorted geometry.

Output
LUMO energy	-0.31	eV
strongest force on any atom	0.0700	Eh/bohr
SMILES	O=[N+]([O-])[C@@H](Br)CI
net charge	0
orbital gap	9.55	eV
HOMO level	-9.8652	eV

Structure (XYZ):
```
10
Properties=species:S:1:pos:R:3:mulliken_charge:R:1
C 0.87 -0.46 0.66 -0.812
C -0.06 0.30 -0.42 -0.413
N -1.51 -0.07 -0.23 0.927
O -2.31 0.71 0.15 -0.516
O -1.64 -1.20 -0.60 -0.541
Br 0.17 2.25 -0.27 -0.058
I 2.83 -0.12 -0.19 0.120
H 0.77 -0.03 1.73 0.381
H 0.57 -1.46 0.64 0.444
H 0.30 0.09 -1.46 0.468
```

=====

The following is a DFT calculation (wB97M-V/def2-TZVPD) of the ion C2H3BrN with charge +1 at a distorted geometry.

Output
LUMO energy	-4.69	eV
strongest force on any atom	0.1133	Eh/bohr
SMILES	[NH3+]C#CBr
net charge	+1
orbital gap	9.83	eV
HOMO level	-14.5200	eV

Structure (XYZ):
```
7
Properties=species:S:1:pos:R:3:mulliken_charge:R:1
C 0.28 0.26 0.01 0.106
C 1.19 1.03 0.39 -0.149
N -0.80 -0.69 -0.09 -0.358
Br 2.57 2.10 0.41 0.147
H -1.64 -0.12 -0.11 0.395
H -0.96 -1.60 0.53 0.410
H -0.64 -0.98 -1.14 0.449
```

=====

The following is a DFT calculation (wB97M-V/def2-TZVPD) of an isolated molecule of C2H3BrN2S at a distorted geometry.

Output
LUMO energy	0.43	eV
strongest force on any atom	0.0747	Eh/bohr
SMILES	Br[C@H]1C=NSN1
net charge	0
orbital gap	9.07	eV
HOMO level	-8.6414	eV

Structure (XYZ):
```
9
Properties=species:S:1:pos:R:3:mulliken_charge:R:1
C -0.22 0.61 -0.97 0.126
C 0.50 0.33 0.33 -0.143
N -1.36 0.06 -1.08 -0.469
N -0.41 -0.83 1.07 -0.422
S -1.88 -0.83 0.23 0.094
Br 2.31 -0.19 0.13 -0.077
H 0.39 1.31 -1.60 0.311
H 0.47 1.16 1.00 0.277
H 0.21 -1.61 0.88 0.303
```

=====

The following is a DFT calculation (wB97M-V/def2-TZVPD) of the ion C2H3BrNO with charge -1 at a distorted geometry.

Output
LUMO energy (alpha / beta)	3.94 / 3.94	eV
strongest force on any atom	0.0959	Eh/bohr
SMILES	[O-]N1C[C@H]1Br
net charge	-1
orbital gap (alpha / beta)	6.66 / 6.66	eV
HOMO level (alpha / beta)	-2.7166 / -2.7178	eV

Structure (XYZ):
```
8
Properties=species:S:1:pos:R:3:mulliken_charge:R:1
C 0.10 -0.10 -0.47 -0.452
C -0.90 -0.57 0.62 -0.187
N 0.07 -1.43 0.18 0.135
O 0.19 -2.61 -0.40 -0.751
Br -2.87 0.01 -0.27 -0.546
H -0.13 0.16 -1.53 0.222
H 0.92 0.44 -0.20 0.192
H -1.07 -0.31 1.58 0.387
```

=====

The following is a DFT calculation (wB97M-V/def2-TZVPD) of a cluster of 2 separate species, C2H3BrO2 in total at a distorted geometry.

Output
LUMO energy	0.70	eV
strongest force on any atom	0.1326	Eh/bohr
SMILES	O=C1CO1.Br
net charge	0
orbital gap	11.40	eV
HOMO level	-10.6969	eV

Structure (XYZ):
```
8
Properties=species:S:1:pos:R:3:mulliken_charge:R:1
C -1.05 -0.85 -0.11 -0.185
C -0.49 0.42 0.25 0.521
O -1.54 0.43 -0.69 -0.359
O 0.19 1.17 0.74 -0.412
Br 2.95 0.49 -0.36 -0.296
H -0.44 -1.41 -0.96 0.181
H -1.74 -1.44 0.48 0.256
H 2.13 1.19 0.65 0.293
```

=====

The following is a DFT calculation (wB97M-V/def2-TZVPD) of a cluster of 2 separate species, C2H3BrO2 in total at a distorted geometry.

Output
LUMO energy (alpha / beta)	-0.93 / -0.56	eV
strongest force on any atom	0.0736	Eh/bohr
net charge	0
orbital gap (alpha / beta)	8.09 / 8.49	eV
HOMO level (alpha / beta)	-9.0196 / -9.0466	eV

Structure (XYZ):
```
8
Properties=species:S:1:pos:R:3:mulliken_charge:R:1
C 1.24 0.41 0.06 0.431
C -1.56 -0.57 0.02 -0.898
O 1.42 1.57 0.73 -0.194
O 1.36 1.40 -0.81 -0.173
Br 2.32 -1.24 0.02 -0.114
H -1.67 -0.31 1.13 0.297
H -1.31 -1.48 -0.41 0.374
H -1.80 0.22 -0.73 0.278
```

=====

The following is a DFT calculation (wB97M-V/def2-TZVPD) of a cluster of 2 separate species, C2H3BrO2 in total at a distorted geometry.

Output
LUMO energy (alpha / beta)	-3.20 / -3.20	eV
strongest force on any atom	0.0962	Eh/bohr
net charge	0
orbital gap (alpha / beta)	6.58 / 6.58	eV
HOMO level (alpha / beta)	-9.7862 / -9.7858	eV

Structure (XYZ):
```
8
Properties=species:S:1:pos:R:3:mulliken_charge:R:1
C 0.39 -0.30 -0.62 0.710
C 0.13 -0.02 0.77 -0.924
O 0.28 0.68 -1.51 -0.206
O 1.52 0.27 -1.09 -0.274
Br -2.84 0.73 0.76 -0.297
H 0.13 -1.39 -0.77 0.279
H 0.50 0.89 1.14 0.338
H -0.12 -0.86 1.32 0.374
```

=====

The following is a DFT calculation (wB97M-V/def2-TZVPD) of an isolated molecule of C2H3BrO2 at a distorted geometry.

Output
LUMO energy (alpha / beta)	0.82 / -4.09	eV
strongest force on any atom	0.1110	Eh/bohr
net charge	0
orbital gap (alpha / beta)	6.05 / 6.21	eV
HOMO level (alpha / beta)	-5.2312 / -10.3046	eV
⟨S²⟩	2.01
multiplicity	3

Structure (XYZ):
```
8
Properties=species:S:1:pos:R:3:mulliken_charge:R:1
C 0.54 0.12 -0.59 0.457
C -0.66 -0.19 0.34 -0.938
O 1.72 -0.03 0.07 -0.322
O 1.29 -0.96 -0.89 -0.222
Br -1.70 1.42 0.85 0.006
H 0.45 0.99 -1.36 0.293
H -0.19 -0.40 1.37 0.317
H -1.44 -0.93 0.22 0.409
```

=====

The following is a DFT calculation (wB97M-V/def2-TZVPD) of a cluster of 3 separate species, C2H3BrO3 in total at a distorted geometry.

Output
LUMO energy	0.22	eV
strongest force on any atom	0.0503	Eh/bohr
SMILES	O=C=O.C=O.Br
net charge	0
orbital gap	10.69	eV
HOMO level	-10.4795	eV

Structure (XYZ):
```
9
Properties=species:S:1:pos:R:3:mulliken_charge:R:1
C 0.65 -1.24 0.71 0.777
C 0.61 0.90 -0.92 -0.231
O 0.31 -0.77 1.68 -0.317
O -0.08 1.32 -0.04 -0.416
O 0.99 -1.78 -0.26 -0.426
Br -2.62 -0.40 0.84 -0.306
H 0.24 -0.03 -1.59 0.269
H 1.54 1.41 -1.13 0.324
H -1.64 0.58 0.71 0.326
```

=====

The following is a DFT calculation (wB97M-V/def2-TZVPD) of a structure of composition C2H3BrOS at a distorted geometry.

Output
LUMO energy	0.31	eV
strongest force on any atom	0.0442	Eh/bohr
net charge	0
orbital gap	9.28	eV
HOMO level	-8.9707	eV

Structure (XYZ):
```
8
Properties=species:S:1:pos:R:3:mulliken_charge:R:1
C -0.73 -0.83 0.65 0.491
C 0.78 0.54 -0.61 -0.532
O 0.23 -0.67 -0.19 -0.251
S -1.37 -2.22 1.04 -0.273
Br -1.54 0.78 1.43 -0.185
H -0.02 1.21 -0.39 0.320
H 0.89 0.40 -1.71 0.200
H 1.74 0.79 -0.21 0.229
```

=====

The following is a DFT calculation (wB97M-V/def2-TZVPD) of a cluster of 2 separate species, C2H3BrOS in total at a distorted geometry.

Output
LUMO energy	-0.02	eV
strongest force on any atom	0.0494	Eh/bohr
SMILES	O=CBr.C=S
net charge	0
orbital gap	8.61	eV
HOMO level	-8.6326	eV

Structure (XYZ):
```
8
Properties=species:S:1:pos:R:3:mulliken_charge:R:1
C -1.72 -0.86 -0.26 0.072
C 1.63 0.55 0.36 -0.401
O -0.74 -1.36 0.15 -0.316
S 2.03 1.56 -0.77 -0.201
Br -1.69 1.06 -0.31 -0.153
H 1.82 -0.51 0.30 0.256
H -2.56 -1.29 -0.71 0.403
H 1.22 0.86 1.25 0.341
```